1.
{"formula": "C15H26MnN3OSSi2", "method": "ωB97M-V/def2-TZVPD", "species": ["Mn", "N", "C", "S", "N", "N", "C", "C", "C", "C", "C", "C", "C", "O", "H", "H", "H", "H", "H", "H", "H", "C", "Si", "C", "C", "C", "Si", "C", "C", "C", "H", "H", "H", "H", "H", "H", "H", "H", "H", "H", "H", "H", "H", "H", "H", "H", "H", "H", "H"], "xyz": [[0.769, 0.767, 0.357], [1.966, 2.449, -3.323], [1.830, 1.747, -2.188], [0.992, 2.523, -0.834], [2.275, 0.542, -2.089], [2.009, -0.012, -0.843], [2.703, -1.080, -0.585], [2.735, -1.745, 0.673], [3.458, -2.949, 0.786], [3.571, -3.589, 1.994], [2.980, -3.023, 3.128], [2.284, -1.836, 3.052], [2.148, -1.185, 1.824], [1.452, -0.047, 1.793], [1.660, 3.402, -3.386], [2.426, 2.026, -4.112], [3.340, -1.445, -1.386], [3.926, -3.362, -0.099], [4.121, -4.516, 2.071], [3.077, -3.518, 4.085], [1.838, -1.388, 3.930], [-2.731, 2.771, 0.272], [-1.714, 1.535, 1.216], [-0.269, 2.488, 2.032], [-2.664, 0.691, 2.580], [-0.995, 0.138, 0.122], [-1.639, -0.477, -1.573], [-0.381, -1.518, -2.480], [-2.164, 0.959, -2.646], [-3.094, -1.560, -1.107], [-2.966, 3.607, 0.935], [-3.677, 2.337, -0.056], [-2.214, 3.173, -0.600], [-0.680, 2.687, 3.028], [-0.095, 3.453, 1.557], [0.702, 2.043, 2.267], [-3.109, 1.432, 3.248], [-2.004, 0.057, 3.176], [-3.471, 0.069, 2.190], [-0.942, -0.749, 0.779], [0.434, -0.938, -2.910], [-0.903, -2.017, -3.300], [0.049, -2.299, -1.848], [-1.355, 1.674, -2.811], [-3.021, 1.498, -2.244], [-2.454, 0.566, -3.624], [-2.769, -2.435, -0.541], [-3.601, -1.918, -2.005], [-3.833, -1.026, -0.506]], "nbo_charge": [0.926, -0.773, 0.288, 0.062, -0.379, -0.297, 0.204, -0.228, -0.118, -0.232, -0.142, -0.214, 0.339, -0.646, 0.418, 0.423, 0.234, 0.226, 0.236, 0.233, 0.232, -1.124, 1.625, -1.121, -1.114, -1.194, 1.664, -1.127, -1.125, -1.112, 0.259, 0.254, 0.255, 0.287, 0.259, 0.257, 0.256, 0.248, 0.253, 0.283, 0.250, 0.257, 0.240, 0.239, 0.247, 0.256, 0.245, 0.255, 0.241], "energy_ha": -2954.6563, "homo_lumo_gap_ev": [6.519, 7.392], "total_charge": 1, "homo_ev": [-11.624, -11.723], "spin_multiplicity": 2, "s_squared": 0.8042}



2.
{"formula": "C15H26N5OPdS", "method": "ωB97M-V/def2-TZVPD", "species": ["Pd", "C", "N", "C", "C", "C", "C", "C", "C", "C", "C", "H", "H", "H", "H", "H", "H", "H", "H", "H", "H", "H", "H", "C", "N", "C", "N", "O", "H", "H", "H", "H", "H", "H", "C", "N", "C", "C", "N", "C", "S", "H", "H", "H", "H", "H", "H", "H", "H"], "xyz": [[-0.554, -0.161, -0.169], [-1.352, -2.801, 0.083], [-0.783, -1.996, -1.030], [-1.636, -2.101, -2.243], [0.630, -2.417, -1.347], [1.300, -1.236, -1.978], [2.432, -1.245, -2.779], [2.960, -0.041, -3.233], [2.381, 1.177, -2.895], [1.240, 1.230, -2.096], [0.784, 0.012, -1.650], [-1.339, -3.854, -0.213], [-2.380, -2.497, 0.266], [-0.741, -2.689, 0.979], [-1.651, -3.152, -2.538], [-1.215, -1.502, -3.046], [-2.654, -1.798, -2.010], [0.581, -3.300, -1.986], [1.112, -2.705, -0.411], [2.901, -2.185, -3.044], [3.836, -0.053, -3.868], [2.809, 2.102, -3.258], [0.789, 2.178, -1.841], [-1.553, 1.513, 5.199], [-0.903, 1.212, 3.920], [-1.539, 0.887, 2.813], [-2.872, 0.848, 2.788], [-0.855, 0.602, 1.754], [-0.778, 1.709, 5.933], [-2.140, 0.661, 5.542], [-2.180, 2.400, 5.115], [0.103, 1.211, 3.869], [-3.425, 1.056, 3.605], [-3.354, 0.580, 1.950], [-2.776, 3.164, -3.441], [-2.182, 3.390, -2.125], [-1.912, 4.763, -1.638], [-1.303, 4.535, -0.242], [-1.339, 3.058, -0.123], [-1.869, 2.511, -1.212], [-2.153, 0.790, -1.453], [-2.268, 3.801, -4.162], [-3.835, 3.418, -3.418], [-2.651, 2.124, -3.735], [-2.842, 5.328, -1.613], [-1.225, 5.251, -2.328], [-1.905, 4.979, 0.547], [-0.282, 4.899, -0.159], [-1.193, 2.559, 0.741]], "nbo_charge": [1.023, -0.460, -0.237, -0.444, -0.262, -0.178, -0.144, -0.136, -0.152, -0.317, 0.141, 0.279, 0.246, 0.239, 0.261, 0.251, 0.238, 0.270, 0.250, 0.265, 0.270, 0.265, 0.244, -0.445, -0.539, 0.792, -0.785, -0.855, 0.265, 0.229, 0.225, 0.437, 0.440, 0.421, -0.422, -0.316, -0.229, -0.232, -0.566, 0.340, 0.164, 0.253, 0.250, 0.231, 0.251, 0.248, 0.245, 0.242, 0.442], "energy_ha": -1461.2318, "homo_lumo_gap_ev": 5.849, "total_charge": 3, "homo_ev": -18.669}



3.
{"formula": "C15H26O", "method": "ωB97M-V/def2-TZVPD", "species": ["C", "C", "C", "C", "O", "C", "C", "C", "C", "C", "C", "C", "C", "C", "C", "C", "H", "H", "H", "H", "H", "H", "H", "H", "H", "H", "H", "H", "H", "H", "H", "H", "H", "H", "H", "H", "H", "H", "H", "H", "H", "H"], "xyz": [[2.622, 2.940, 2.210], [3.393, 2.838, 1.144], [2.929, 2.979, -0.290], [2.341, 4.383, -0.510], [4.015, 2.773, -1.181], [1.877, 1.910, -0.632], [2.412, 0.486, -0.440], [1.346, -0.521, -0.745], [0.463, -1.026, 0.108], [0.398, -0.687, 1.568], [-0.590, -1.996, -0.358], [-1.898, -1.268, -0.724], [-2.928, -2.239, -1.212], [-3.825, -2.890, -0.482], [-4.783, -3.863, -1.106], [-3.990, -2.747, 1.002], [3.017, 2.831, 3.206], [1.564, 3.133, 2.140], [4.450, 2.634, 1.257], [2.070, 4.505, -1.557], [3.074, 5.144, -0.245], [1.457, 4.527, 0.103], [4.666, 3.468, -1.038], [1.580, 2.044, -1.673], [1.000, 2.060, -0.001], [3.259, 0.345, -1.111], [2.772, 0.375, 0.584], [1.289, -0.825, -1.783], [0.647, -1.566, 2.164], [1.078, 0.116, 1.834], [-0.613, -0.384, 1.836], [-0.803, -2.724, 0.427], [-0.239, -2.538, -1.238], [-2.261, -0.718, 0.145], [-1.681, -0.541, -1.509], [-2.885, -2.445, -2.275], [-4.611, -3.957, -2.175], [-5.811, -3.536, -0.946], [-4.675, -4.846, -0.647], [-3.745, -3.690, 1.492], [-3.351, -1.973, 1.415], [-5.026, -2.511, 1.243]], "nbo_charge": [-0.406, -0.190, 0.195, -0.614, -0.721, -0.383, -0.450, -0.186, 0.027, -0.653, -0.416, -0.425, -0.199, 0.031, -0.631, -0.650, 0.204, 0.190, 0.207, 0.216, 0.205, 0.212, 0.466, 0.213, 0.204, 0.225, 0.210, 0.191, 0.217, 0.217, 0.211, 0.202, 0.209, 0.198, 0.211, 0.192, 0.213, 0.209, 0.208, 0.216, 0.211, 0.214], "energy_ha": -662.3368, "homo_lumo_gap_ev": 9.401, "relative_energy_kcal_mol": 41.7, "homo_ev": -8.517}



4.
{"formula": "C15H26O5", "method": "ωB97M-V/def2-TZVPD", "species": ["C", "C", "O", "O", "C", "C", "C", "C", "C", "C", "C", "C", "C", "C", "C", "C", "O", "O", "C", "O", "H", "H", "H", "H", "H", "H", "H", "H", "H", "H", "H", "H", "H", "H", "H", "H", "H", "H", "H", "H", "H", "H", "H", "H", "H", "H"], "xyz": [[2.535, -1.880, 2.812], [1.766, -2.473, 1.454], [0.431, -2.504, 1.496], [2.580, -2.937, 0.289], [2.583, -1.784, -0.626], [3.860, -0.740, -0.359], [3.562, 0.610, -1.278], [3.072, 1.913, -0.364], [1.681, 1.585, 0.495], [0.453, 1.460, -0.581], [-1.045, 1.258, 0.137], [-2.141, 1.534, -1.043], [-3.731, 1.406, -0.535], [-4.407, -0.052, -0.815], [-3.215, -1.326, -0.440], [-2.229, -1.790, -1.780], [-3.451, -2.695, -1.139], [-3.965, 1.985, 0.794], [-3.952, 1.009, 1.879], [-3.193, 1.321, 2.967], [2.789, -0.739, 2.640], [1.821, -2.009, 3.755], [3.534, -2.520, 2.921], [1.588, -1.169, -0.479], [2.674, -2.089, -1.769], [3.954, -0.456, 0.773], [4.862, -1.271, -0.717], [4.571, 0.910, -1.838], [2.738, 0.307, -2.085], [3.984, 2.184, 0.326], [2.900, 2.823, -1.100], [1.827, 0.636, 1.164], [1.522, 2.519, 1.210], [0.612, 0.604, -1.371], [0.425, 2.480, -1.198], [-1.152, 2.149, 0.917], [-1.120, 0.225, 0.676], [-2.027, 2.690, -1.324], [-1.944, 0.962, -2.056], [-4.298, 2.150, -1.283], [-4.708, -0.259, -1.931], [-5.348, -0.298, -0.159], [-2.680, -1.290, 0.697], [-1.845, -2.841, -2.058], [-1.304, -1.617, -1.041], [-4.566, 0.017, 1.964]], "nbo_charge": [-0.735, 0.805, -0.575, -0.556, -0.099, -0.446, -0.424, -0.409, -0.423, -0.415, -0.434, -0.445, 0.083, -0.461, 0.165, -0.490, -0.509, -0.522, 0.576, -0.549, 0.244, 0.262, 0.245, 0.197, 0.212, 0.205, 0.221, 0.222, 0.204, 0.211, 0.214, 0.202, 0.222, 0.204, 0.210, 0.234, 0.216, 0.217, 0.248, 0.211, 0.266, 0.228, 0.247, 0.341, 0.194, 0.185], "energy_ha": -962.7882, "homo_lumo_gap_ev": 8.281, "relative_energy_kcal_mol": 150.1, "homo_ev": -8.559}



5.
{"formula": "C15H27BClF3N5O4", "method": "ωB97M-V/def2-TZVPD", "species": ["N", "C", "N", "N", "C", "C", "C", "C", "C", "N", "C", "B", "O", "O", "N", "C", "C", "C", "C", "Cl", "H", "H", "H", "H", "H", "H", "H", "H", "H", "H", "H", "H", "H", "H", "H", "H", "H", "H", "H", "H", "H", "H", "C", "C", "O", "C", "O", "C", "F", "F", "F", "H", "H", "H", "H", "H"], "xyz": [[-3.164, 3.887, 1.931], [-2.652, 4.094, 0.722], [-2.378, 5.472, 0.226], [-2.315, 2.920, -0.137], [-3.441, 2.569, -1.064], [-2.984, 1.695, -2.326], [-2.169, 0.365, -1.885], [-0.585, 0.642, -1.977], [0.203, 0.338, -0.626], [-0.210, -0.256, 0.634], [0.959, -0.272, 1.507], [0.989, -0.811, 3.058], [-0.239, -0.675, 3.799], [2.158, -1.366, 3.688], [2.127, 0.282, 0.878], [1.694, 0.678, -0.451], [2.652, 1.394, -1.510], [2.263, 2.988, -1.471], [1.619, 3.403, -0.032], [1.684, 5.265, 0.061], [-3.247, 2.857, 2.062], [-1.826, 5.934, 0.977], [-1.677, 5.311, -0.530], [-2.044, 2.123, 0.457], [-4.250, 1.978, -0.499], [-3.921, 3.549, -1.417], [-2.370, 2.380, -3.025], [-3.900, 1.344, -2.938], [-2.460, -0.565, -2.477], [-2.411, 0.152, -0.780], [-0.074, 0.122, -2.875], [-0.463, 1.775, -2.184], [-1.169, -0.577, 0.859], [-0.422, 0.258, 4.049], [2.435, -0.709, 4.377], [3.090, 0.420, 1.208], [2.494, 0.981, -2.567], [3.768, 1.250, -1.242], [1.399, 3.099, -2.222], [3.150, 3.655, -1.726], [0.512, 3.117, 0.051], [2.253, 3.042, 0.853], [1.790, -3.601, 1.314], [0.696, -3.919, 0.312], [0.986, -5.138, -0.381], [0.634, -6.279, 0.257], [0.112, -6.313, 1.340], [0.952, -7.494, -0.611], [2.168, -7.413, -1.190], [0.059, -7.639, -1.613], [0.938, -8.644, 0.084], [2.767, -3.581, 0.823], [1.612, -2.631, 1.786], [1.841, -4.362, 2.095], [0.651, -3.131, -0.444], [-0.287, -3.964, 0.790]], "nbo_charge": [-0.669, 0.563, -0.811, -0.716, -0.228, -0.413, -0.402, -0.462, 0.176, -0.499, 0.082, 1.146, -0.921, -0.902, -0.488, 0.186, -0.463, -0.415, -0.378, -0.076, 0.321, 0.400, 0.372, 0.359, 0.186, 0.236, 0.215, 0.240, 0.246, 0.171, 0.260, 0.256, 0.475, 0.519, 0.518, 0.476, 0.261, 0.245, 0.220, 0.257, 0.235, 0.208, -0.612, -0.081, -0.482, 0.690, -0.520, 0.899, -0.306, -0.305, -0.294, 0.223, 0.180, 0.241, 0.181, 0.199], "energy_ha": -1946.8851, "homo_lumo_gap_ev": 7.502, "total_charge": 1, "homo_ev": -12.081}



6.
{"formula": "C15H27BF2IrN4O", "method": "ωB97M-V/def2-TZVPD", "species": ["Ir", "C", "C", "N", "C", "C", "C", "C", "C", "C", "C", "N", "C", "C", "N", "N", "H", "H", "H", "H", "H", "H", "H", "H", "H", "H", "H", "H", "H", "H", "H", "H", "H", "H", "F", "B", "F", "C", "C", "C", "C", "O", "H", "H", "H", "H", "H", "H", "H", "H", "H"], "xyz": [[-0.437, -0.551, 0.683], [-1.517, 1.625, 2.331], [-0.509, 1.062, 3.377], [0.520, 0.262, 2.690], [1.143, -0.834, 3.423], [1.921, -1.699, 2.455], [2.939, -2.554, 2.848], [3.546, -3.347, 1.887], [3.135, -3.263, 0.563], [2.131, -2.370, 0.244], [1.634, -2.142, -1.168], [0.255, -1.650, -1.171], [-0.758, -2.329, -0.477], [-2.028, -1.330, 1.713], [-1.125, 1.301, 0.965], [1.549, -1.620, 1.179], [-2.491, 1.180, 2.538], [-1.620, 2.703, 2.453], [-0.036, 1.863, 3.949], [-1.026, 0.409, 4.079], [1.238, 0.877, 2.322], [1.795, -0.495, 4.232], [0.348, -1.437, 3.868], [3.241, -2.601, 3.886], [4.334, -4.033, 2.169], [3.592, -3.874, -0.203], [2.256, -1.379, -1.639], [1.722, -3.059, -1.752], [-0.041, -1.139, -1.999], [-1.721, -2.363, -0.965], [-0.461, -3.245, 0.021], [-3.031, -0.955, 1.543], [-1.883, -2.002, 2.553], [-0.634, 2.068, 0.521], [-1.702, 2.543, -2.078], [-0.922, 1.477, -2.194], [0.314, 1.572, -1.687], [-3.634, 0.080, -2.303], [-2.577, 0.029, -3.394], [-2.441, -1.372, -3.961], [-2.838, 1.033, -4.505], [-1.264, 0.317, -2.788], [-4.601, -0.205, -2.717], [-3.722, 1.082, -1.883], [-3.385, -0.616, -1.498], [-3.371, -1.671, -4.443], [-2.227, -2.092, -3.169], [-1.641, -1.408, -4.701], [-3.751, 0.759, -5.034], [-2.016, 1.029, -5.221], [-2.965, 2.039, -4.110]], "mulliken_spin": [1.973, 0.007, -0.040, 0.183, 0.008, 0.023, -0.009, 0.014, -0.004, 0.012, -0.015, 0.188, 0.194, 0.994, 0.341, 0.072, 0.007, 0.005, 0.010, 0.004, -0.025, 0.001, -0.005, 0.001, 0.001, -0.001, 0.011, 0.013, -0.023, -0.017, 0.020, 0.031, 0.019, 0.003, -0.002, -0.014, 0.012, -0.014, -0.001, -0.002, 0.001, 0.017, 0.000, 0.000, 0.006, 0.000, 0.001, 0.000, 0.000, 0.000, 0.000], "energy_ha": -1210.7352, "homo_lumo_gap_ev": [7.511, 7.572], "total_charge": 1, "homo_ev": [-10.168, -11.521], "spin_multiplicity": 5, "s_squared": 6.0121}